Entry 1:
Molecular formula: C4H25N2O8
Method: DFT, ωB97M-V with the def2-TZVPD basis set

Summary:
**M**: 229.25 g/mol
**LUMO energy**: -2.549 eV

ORCA input file:
```
! RIJCOSX wB97M-V def2-TZVPD def2/J DEFGRID3
* xyz 1 1
O -2.299 -1.157 -1.823
C -1.199 -1.666 -1.727
N -0.884 -2.823 -2.350
C -0.211 -1.112 -0.658
N -0.924 0.125 -0.122
C -0.718 1.368 -0.863
C -0.237 -2.126 0.473
H -1.660 -3.389 -2.648
H 0.070 -3.124 -2.440
H 0.734 -0.742 -1.045
H -1.911 -0.149 -0.157
H -0.637 0.080 0.854
H -1.261 1.494 -1.790
H -1.053 2.220 -0.298
H 0.340 1.428 -1.094
H 0.566 -2.858 0.485
H -0.091 -1.689 1.455
H -1.182 -2.663 0.539
H 0.300 4.949 -0.735
H 1.281 3.893 -0.974
O 0.319 4.003 -0.947
H -2.538 1.643 3.491
H -1.836 2.103 2.252
O -2.490 1.454 2.543
H 2.049 0.303 1.617
H 1.639 1.688 2.145
O 1.292 0.820 1.921
H 2.665 0.544 -2.862
H 1.301 -0.190 -3.220
O 1.718 0.640 -2.992
H 2.044 -2.489 3.113
H 0.910 -3.349 3.616
O 1.342 -3.071 2.800
H 4.629 -1.197 0.758
H 4.691 0.298 0.327
O 4.099 -0.421 0.564
H -4.094 1.370 -0.631
H -3.464 2.202 0.571
O -3.295 1.591 -0.149
*
```

=====

Entry 2:
Molecular formula: C4H25NO11
Method: DFT, ωB97M-V with the def2-TZVPD basis set

Summary:
**M**: 263.24 g/mol
**Structure (SMILES)**: N[C@@H](CO)CC(=O)O.O.O.O.O.O.O.O.O
**LUMO energy**: 0.077 eV

ORCA input file:
```
! RIJCOSX wB97M-V def2-TZVPD def2/J DEFGRID3
* xyz 0 1
N 0.825 -0.355 -0.806
C -0.553 -0.796 -1.019
C -0.860 -0.712 -2.523
O 0.271 -1.014 -3.358
C -0.876 -2.210 -0.465
C -0.972 -2.302 1.021
O -1.883 -2.811 1.634
O 0.080 -1.721 1.651
H 0.993 -0.204 0.179
H 1.478 -1.064 -1.124
H -1.204 -0.095 -0.516
H -1.221 0.290 -2.762
H -1.611 -1.443 -2.825
H 0.905 -0.296 -3.258
H -0.129 -2.921 -0.822
H -1.826 -2.545 -0.878
H 0.027 -1.827 2.623
O 1.615 -3.287 -2.528
H 1.450 -3.929 -3.231
H 1.194 -2.468 -2.858
O -1.158 -1.690 4.136
H -1.770 -2.221 3.590
H -1.205 -2.041 5.033
O -2.354 1.491 0.201
H -1.789 2.198 -0.174
H -1.985 1.384 1.095
O 3.025 2.391 0.512
H 2.273 2.721 1.066
H 3.581 1.825 1.078
O -0.392 3.324 -0.701
H -0.539 4.084 -1.273
H 0.295 2.762 -1.157
O 1.565 1.798 -1.753
H 1.272 0.884 -1.570
H 2.201 1.994 -1.021
O 0.814 3.203 1.831
H 0.289 3.420 1.029
H 0.327 2.436 2.188
O -0.727 0.957 2.452
H -0.320 0.171 2.027
H -1.109 0.618 3.276
*
```

=====

These records have ΔE to the lowest compared entry with this formula, charge and spin values of 38.18, 8.66 kcal/mol, in the order they appear.
These records have HOMO-LUMO gap values of 11.0, 10.1 eV, in the order they appear.
These records have E_HOMO values of -13.51, -10.04 eV, in the order they appear.